1.
108
Properties=species:S:1:pos:R:3:forces:R:3:lowdin_spin:R:1 method="wB97M-V/def2-TZVPD" mol_weight_g_mol=809.98 lumo_energy_ev="0.3 / 0.4" spin_multiplicity=2 total_energy_ha=-4954.97522 de_lowest_kj_mol=113.2 homo_energy_ev="-7.08 / -7.25" max_force_ev_per_a=1.341
H -3.193571 1.742434 2.276586 -0.026 -0.038 0.097 0.000
H 3.516247 1.413464 -4.367566 0.049 -0.002 0.003 0.000
C 1.483681 -2.543305 -1.172960 0.108 -0.066 -0.038 0.000
C -0.924487 0.596859 -2.843939 -0.088 -0.145 0.238 0.002
C -0.320558 -4.124070 0.625061 -0.008 0.048 0.126 0.001
H 1.066800 5.052921 -2.797483 0.023 0.061 0.055 0.000
H -6.030465 -0.529089 1.379763 -0.013 -0.008 -0.041 0.000
C -2.317037 -1.369675 3.830254 -0.045 -0.232 -0.095 0.000
H 5.291248 -1.575512 0.428880 0.011 0.022 -0.005 0.000
H -1.282692 3.110617 1.660983 -0.013 0.035 0.096 0.000
C -4.607496 -2.018181 3.107806 0.065 -0.098 -0.128 0.000
S 1.682320 2.583272 4.198371 -0.078 -0.076 -0.087 -0.005
C -2.564113 -2.696273 -2.518606 0.037 -0.054 -0.034 -0.001
H -4.656186 -2.769212 3.900181 -0.019 0.024 0.024 0.000
S 2.423717 1.292889 1.623843 0.359 0.121 -0.144 0.030
H 2.527262 3.259433 0.047307 0.071 -0.066 0.100 0.001
H -1.815070 -0.716791 -4.289554 -0.009 -0.032 -0.002 0.000
C -3.558459 -3.658782 -2.462585 0.020 0.035 -0.084 0.000
H -4.970280 -1.080234 3.526584 -0.034 -0.006 -0.012 0.000
H -0.816764 3.143507 -5.788403 0.005 0.003 0.002 0.000
C 0.487804 5.232089 -1.890696 -0.168 0.071 0.110 0.000
H -4.606538 -3.154744 0.694907 0.006 0.014 0.007 0.000
H 3.382361 -0.361177 -2.614321 -0.105 -0.063 0.022 0.000
H 2.200414 -5.095260 1.053877 0.019 -0.005 0.006 0.000
H -0.559812 5.352365 -2.156642 0.082 0.032 -0.043 0.000
H 0.345535 4.494021 0.107560 0.020 -0.021 0.023 0.000
C 0.782809 -3.499669 1.478215 -0.131 0.171 -0.008 0.002
H 3.562484 -3.247333 0.894818 -0.055 0.000 -0.045 0.000
H -1.741162 0.865078 -6.148134 0.008 -0.008 0.005 0.000
C -1.396741 0.265837 -4.116114 -0.101 0.011 -0.054 0.000
C -0.444118 2.806534 -3.705256 0.066 0.082 -0.130 0.000
C -1.369391 1.160338 -5.174609 -0.014 -0.029 -0.022 0.000
H -2.362151 1.993486 -0.367706 0.088 0.038 0.034 0.003
H -3.748097 -4.288626 -3.322946 -0.001 -0.022 0.019 0.000
H -1.010635 -3.375492 0.249771 -0.127 0.012 -0.061 0.001
H -1.959442 -2.634546 -3.413821 -0.018 -0.026 -0.018 0.000
C -4.289088 -3.821888 -1.296210 -0.033 -0.011 0.070 0.000
H -2.782357 -2.879093 2.375159 0.036 -0.014 -0.024 0.000
H -4.599765 0.885363 2.912203 -0.005 0.023 0.010 0.000
H 2.748815 3.809779 -1.629222 -0.008 -0.007 0.032 0.000
P -2.720755 -0.858897 1.127507 -0.487 -0.192 -0.099 -0.004
C 0.745936 4.141936 -0.847960 0.273 -0.412 0.019 0.001
H -1.628881 4.675308 0.910002 0.013 0.017 -0.051 0.000
C 2.408729 -3.910963 -2.946240 0.073 -0.015 0.031 0.000
H 0.023601 -1.861562 -4.145482 0.002 -0.007 -0.002 0.000
C -4.119376 0.374207 0.857071 0.145 -0.103 0.135 0.000
H -3.746858 0.903476 -0.024828 -0.086 -0.010 0.008 0.000
O 2.075554 0.697010 -1.397633 0.171 0.027 0.222 0.005
C -2.286475 -1.859839 -1.436318 0.029 0.358 0.327 -0.003
H -2.688705 -0.401335 4.170498 0.027 0.012 0.027 0.000
P 1.520433 -2.007763 0.585800 0.253 -0.898 -0.281 0.014
H 2.658995 4.969053 -0.303408 0.009 0.021 -0.059 0.000
C 3.323862 -2.194331 1.046604 -0.150 0.365 -0.013 0.004
C -3.153168 -1.885958 2.650915 0.178 0.284 0.008 -0.002
H -5.059934 -4.579582 -1.230214 0.024 -0.021 -0.008 0.000
C 3.536477 -1.864632 2.529645 -0.029 -0.045 -0.035 0.001
H 4.478036 -2.298477 2.873761 -0.014 -0.030 0.011 0.000
H 2.731686 1.185478 -0.885071 0.060 0.060 0.033 0.000
P -0.138871 2.470855 -0.906103 -0.971 0.532 -0.282 0.008
H 1.797910 0.033416 -3.289758 -0.030 -0.001 0.024 0.000
H -2.307426 4.831257 -1.491213 -0.069 -0.021 0.034 0.000
H -0.096851 3.817512 -3.566390 -0.093 -0.157 -0.032 0.000
H -4.826553 2.207456 1.771292 -0.010 0.011 0.010 0.000
C 2.368326 -3.530591 -1.616192 -0.004 -0.029 -0.060 0.000
C -4.032266 -3.005161 -0.207665 -0.034 -0.067 -0.051 0.000
H -2.948081 3.595033 1.343337 0.088 0.130 -0.066 0.000
C 1.564457 -3.291037 -3.854453 -0.066 0.016 -0.041 0.000
C -0.487107 1.916422 -2.632303 0.269 0.126 -0.076 0.000
C 0.661793 -2.338075 -3.411113 0.045 -0.066 -0.063 0.000
H 2.467195 2.451397 -3.394070 0.016 0.006 -0.037 0.000
H -3.721136 3.865020 -1.096784 -0.018 0.016 0.002 0.000
C 2.620374 0.420153 -2.695943 0.075 -0.038 -0.233 0.000
H 0.104341 -4.646874 -0.232467 -0.009 0.007 -0.022 0.000
H 1.606032 -3.550917 -4.905399 -0.003 -0.011 0.006 0.000
Si -0.759544 -0.689819 -1.420992 0.161 -0.608 -1.185 0.010
H -1.273211 -1.231880 3.555497 -0.062 -0.148 0.108 0.000
H 0.325086 -3.070996 2.373357 -0.036 0.043 0.066 0.000
Ti 0.450518 0.339630 0.499949 0.034 0.359 0.918 0.937
H 4.116292 -1.593868 -0.892917 0.039 0.007 -0.016 0.000
H -6.104736 0.684379 0.107071 -0.020 0.007 0.027 0.000
H -2.371074 -2.070537 4.667017 -0.050 0.021 0.021 0.000
S -0.222130 0.844671 2.700688 -0.041 0.162 0.056 -0.015
C -1.884686 2.974924 -0.431216 0.137 0.117 0.009 0.004
C -3.058480 -2.008725 -0.271654 0.119 0.093 0.054 0.000
C 1.322701 1.637044 2.909935 0.219 0.391 0.400 0.006
C -4.182831 1.362241 2.024862 0.108 -0.126 -0.087 0.000
C -0.861135 2.432148 -4.973365 0.000 -0.005 0.039 0.000
C -2.682137 3.809575 -1.430902 0.000 -0.127 -0.013 0.001
H 0.837218 6.180044 -1.475726 0.004 0.014 0.001 0.000
H 4.085968 2.007376 -2.798861 -0.002 0.062 -0.034 0.000
H 4.079735 -0.299733 0.322928 0.055 0.010 -0.006 0.000
C 1.748959 -4.599517 1.915692 -0.011 0.065 0.018 0.000
H 3.044607 -4.013293 -0.922048 0.024 0.036 0.006 0.000
H -2.672662 3.373613 -2.428847 -0.044 0.034 -0.027 0.000
C -5.511354 -0.143884 0.502740 0.052 0.010 0.013 0.000
C 2.261896 4.021839 -0.675377 -0.060 0.022 -0.036 0.000
H 2.536879 -4.244273 2.576548 -0.002 -0.080 -0.036 0.000
H 2.731600 -2.248343 3.159635 0.060 0.026 0.044 0.000
H 3.108914 -4.670167 -3.271683 -0.013 -0.002 -0.006 0.000
C 4.253351 -1.362944 0.163094 -0.063 -0.102 0.063 0.000
H -5.480511 -0.919811 -0.260026 -0.041 0.007 -0.007 0.000
H -0.883780 -4.849536 1.217388 -0.013 0.031 0.008 0.000
C -1.929710 3.626874 0.952525 0.056 -0.018 -0.056 0.000
H 1.177821 -5.352949 2.462648 0.009 -0.034 -0.029 0.000
C 3.210564 1.655145 -3.349265 -0.115 -0.091 0.166 0.000
H 3.584215 -0.789497 2.678573 -0.024 0.029 0.021 0.001
H -5.288193 -2.324752 2.317755 -0.043 -0.001 0.051 0.000
C 0.577288 -1.952707 -2.070221 -0.086 0.158 0.066 0.001


2.
114
Properties=species:S:1:pos:R:3:forces:R:3:lowdin_charge:R:1 method="wB97M-V/def2-TZVPD" mol_weight_g_mol=877.09 lumo_energy_ev="-3.2 / -3.2" total_energy_ha=-6156.04233 de_lowest_kj_mol=482.4 homo_energy_ev="-8.12 / -6.81" max_force_ev_per_a=3.981 charge=+1
H -3.037728 1.723054 5.642280 1.148 -0.090 -0.076 0.079
N 2.074227 -2.781979 2.701903 -0.664 -0.394 -0.844 0.203
C -2.176661 -3.806289 1.734153 -1.556 -0.337 0.021 -0.267
C 1.193187 9.178626 -1.112837 1.944 -0.029 0.668 -0.059
C 2.513803 -1.668527 2.081337 -1.240 1.261 -0.124 -0.456
H -1.560531 -3.806294 2.663582 -0.467 0.016 -0.625 0.025
H 2.515231 -4.809018 -3.086884 -0.117 0.385 -0.087 -0.008
H -8.224736 -0.538302 6.101516 0.009 -0.094 0.165 0.092
H 2.671039 -3.519250 3.072941 0.214 0.798 -0.015 0.136
O 1.715632 -0.938717 1.371188 2.628 -2.266 1.952 -0.271
C -0.785614 9.784359 -2.369809 -0.318 -1.044 -1.159 -0.063
C 0.378397 1.193462 4.992573 -0.489 0.077 0.375 -0.107
H -5.987592 0.664817 5.964491 -0.254 0.675 0.259 0.096
H -5.282150 -3.283296 -1.073708 0.468 0.153 0.264 0.090
H 7.237089 -1.034323 -1.733765 0.033 0.249 -0.394 0.023
C -1.121671 0.788758 5.022196 0.266 0.661 -1.695 -0.678
C -6.659503 -2.536897 3.805730 -1.158 -0.300 0.058 -0.035
C 0.017185 7.454490 -2.493755 1.093 1.071 1.654 -0.191
H -4.879666 -0.391872 0.415880 0.320 -0.511 -0.858 0.094
H 0.857833 0.966693 5.967900 -0.349 0.260 -0.418 0.093
H -4.962059 -0.675340 -1.343359 -0.404 -0.249 -0.524 0.076
H -0.578119 -1.280819 5.348167 1.486 -1.163 -0.940 0.049
C -3.481873 -1.397864 2.533373 -1.680 -0.476 0.765 -0.532
Si 5.935482 -2.774368 -3.066366 -0.146 0.841 0.359 0.453
C 0.755909 5.637421 -1.560547 -0.295 1.361 -0.661 -0.287
C -5.492681 -1.778323 3.658297 0.408 0.880 -0.120 -0.248
H 4.038813 -3.470655 -7.364837 -0.031 -0.326 1.881 0.058
N 0.440498 1.566418 -0.532532 -0.569 0.813 0.347 -0.094
H -1.798400 2.844069 5.141995 0.371 0.878 -0.512 0.050
As 3.563703 -1.761444 -3.452576 -0.399 -0.679 0.306 0.799
C -2.383090 2.159937 2.398962 -0.154 -0.041 1.347 -0.267
C 0.244515 3.328309 -2.139732 0.073 -0.035 0.725 0.014
H 2.076645 4.284624 0.596219 -0.565 0.278 0.205 0.116
H -3.378454 2.342119 2.851453 0.536 0.217 -0.315 0.053
H 8.038726 -2.436388 -4.059793 1.689 0.020 0.271 0.000
C -4.297241 -0.685321 -0.502457 0.003 0.073 2.045 -0.092
C -3.329734 -0.260556 3.300840 1.805 0.221 1.165 -0.518
H 0.464567 11.174042 -1.194255 -0.230 -0.551 -0.180 0.113
H 6.981014 -1.160078 -4.859704 0.170 -1.375 1.040 0.068
H 4.031148 0.955709 -6.147647 -0.285 0.551 0.170 0.052
H -5.396514 -3.015567 0.678215 0.776 -0.024 -0.432 0.074
H 2.121413 9.449691 -0.545889 -1.191 -0.275 -0.214 0.128
C 1.083960 2.426481 0.317546 -0.426 -0.387 -1.706 -0.129
C 0.002611 2.034152 -1.738377 1.090 0.438 1.195 -0.103
P -2.456012 -1.993696 1.213344 -0.289 -1.204 -0.511 0.884
C 3.652514 -0.239422 -4.639866 1.492 0.655 2.122 -0.589
H 7.523092 -2.568793 -0.973098 -0.625 -0.058 -0.468 0.044
H -3.544913 -2.709080 -2.364680 0.413 0.126 0.349 0.092
H 0.983932 0.700100 4.223694 -0.248 -0.006 -0.040 0.046
C -6.277602 -0.133487 5.319853 0.595 -1.446 -0.803 -0.040
H 3.859940 -4.889696 -6.148632 0.258 1.173 -0.751 0.020
H -6.775923 -3.453148 3.154567 0.073 1.148 0.959 0.122
C 1.366986 3.738401 -0.016322 0.172 -0.420 -0.828 0.008
C 0.313731 10.133705 -1.513275 -1.084 0.369 -0.921 -0.093
C 0.874407 4.223145 -1.242973 -0.652 -0.425 -0.068 -0.103
C 5.732235 -4.676006 -2.780478 -1.137 0.446 -2.820 -0.202
C -5.305484 -0.562677 4.393602 0.412 -0.155 0.882 -0.195
C 7.091490 -2.224911 -4.456943 -2.190 0.521 -1.219 -0.228
H 6.525884 -5.125527 -2.237425 0.521 -0.205 0.987 0.005
H 4.531815 -1.224081 1.474040 -0.100 -0.514 -0.176 0.086
C -2.823442 -2.402986 -1.579677 -0.290 0.687 -0.464 -0.121
H 1.119704 -3.134362 2.530241 0.690 0.639 -0.040 0.127
H 1.440457 -1.194140 -6.276492 -0.323 -1.593 0.336 0.033
H -3.621887 0.167656 -0.632508 0.431 -0.261 -0.144 0.056
C 1.002889 7.854985 -1.517976 -1.700 -1.122 0.453 -0.172
C 3.999798 -3.762253 -6.252149 -0.103 -1.216 -0.160 -0.234
C -1.223101 -0.550581 5.709839 -2.330 0.736 0.051 -0.092
H 4.711920 -5.043878 -2.514899 0.938 0.450 0.222 0.018
H -1.650118 -4.352196 0.926457 -0.219 0.224 0.422 0.024
H 1.944093 6.476709 -0.039072 -0.347 0.738 -0.778 0.162
H 6.913313 -2.863248 -5.325296 0.252 -0.026 -0.051 0.010
H 3.974572 -0.144304 2.596351 -0.543 0.101 0.451 0.094
C 6.750164 -1.975027 -1.505925 0.596 -0.644 -0.943 -0.224
H 0.361755 2.267924 4.842636 0.647 0.234 -0.114 0.066
H -2.059462 -3.184380 -1.525746 -0.085 0.057 0.267 0.069
H 5.979121 -1.731412 -0.839099 -1.125 0.253 1.339 -0.042
C -7.430648 -0.883608 5.454356 -0.394 -0.673 -0.817 -0.093
C -7.652775 -2.069302 4.679165 1.325 1.208 0.055 -0.080
C -1.931416 1.919670 5.648087 -1.377 -1.005 1.552 -0.113
H -0.117009 3.636599 -3.107618 -0.009 0.373 0.094 0.118
P -1.744134 0.605479 3.186548 0.743 -0.646 -0.811 0.953
N 3.668282 0.078308 -5.801871 -0.111 -0.861 -1.959 0.009
N 1.328301 6.670551 -0.836991 0.659 -0.828 -1.006 0.160
N -4.070669 0.124000 4.347364 -1.468 -0.697 -1.464 0.073
H -1.588436 10.525361 -2.621678 1.086 -0.713 0.214 0.114
H -2.489531 2.061998 1.302156 0.311 0.063 0.597 0.030
H -8.612858 -2.523187 4.769527 -0.379 -0.554 0.008 0.083
N -0.041356 6.055939 -2.535108 0.420 0.737 0.443 0.166
H 2.655470 -5.645869 -4.644400 -1.091 0.915 0.533 0.043
H -1.631156 8.100157 -3.649246 0.069 0.898 0.306 0.111
H 1.450881 -2.587031 -7.318027 0.223 -0.544 -0.326 0.015
Ca -0.207864 -0.410191 0.683214 -0.905 0.679 0.119 1.182
H -0.578757 1.399943 -2.388254 0.131 -0.472 0.077 0.113
H 4.969388 -3.616314 -5.729168 -0.508 0.250 -0.679 -0.034
C 3.922413 -1.206324 2.379540 0.315 -0.396 -0.324 0.022
C 1.300424 -2.331872 -6.283811 -0.068 1.331 1.243 -0.218
C -4.674389 -3.171827 -0.152265 -0.700 -0.564 0.365 -0.117
H -3.205679 -4.343318 1.953747 2.134 1.253 -0.335 0.079
H 4.424922 -1.792039 3.169972 -0.376 0.305 -0.425 0.100
H 1.364834 2.057231 1.289099 0.196 -0.341 0.156 0.100
C -0.864858 8.489251 -2.963655 0.366 -0.315 0.957 -0.002
C -3.620237 -2.078195 -0.300314 -0.254 0.254 -0.182 -0.708
C 2.152110 -4.773145 -4.116503 -0.065 -0.202 -1.030 -0.246
Si 2.547562 -3.179154 -5.115578 2.081 -0.361 -0.718 0.333
H 1.051966 -4.821230 -4.111743 0.286 -0.671 0.120 0.015
H -4.137536 -4.125287 0.016850 -0.544 0.276 -0.123 0.070
H -2.385470 -1.457063 -1.940969 0.289 -0.362 -0.048 0.061
H -2.235361 -0.977231 5.632096 0.240 0.277 0.325 0.085
H -1.660947 2.905414 2.732414 -0.229 0.615 -0.581 0.021
H -1.655310 2.065468 6.711309 0.092 -0.024 -0.407 0.095
H 5.881841 -5.100501 -3.824765 -0.239 0.395 0.919 0.044
N -4.554614 -2.190141 2.761470 0.140 -0.666 -0.507 0.059
H -0.966058 -0.368658 6.730422 0.021 -0.071 0.937 0.083
H 0.284199 -2.612965 -5.991378 -0.057 0.343 -0.152 0.013